{
  "formula": "C29H35CeO5Te",
  "method": "ωB97M-V/def2-TZVPD",
  "gap_ev": [2.308, 2.309],
  "total_energy_ev": -61097.610,
  "multiplicity": 2,
  "total_charge": -2,
  "homo_energy_ev": [1.71, 1.71],
  "lumo_ha": [0.1478, 0.1478],
  "molar_mass_da": 731.310,
  "s2": 0.751,
  "species": ["Ce", "Te", "O", "O", "O", "O", "O", "C", "C", "C", "C", "C", "C", "C", "C", "C", "C", "C", "C", "C", "C", "C", "C", "C", "C", "C", "C", "C", "C", "C", "C", "C", "C", "C", "C", "C", "H", "H", "H", "H", "H", "H", "H", "H", "H", "H", "H", "H", "H", "H", "H", "H", "H", "H", "H", "H", "H", "H", "H", "H", "H", "H", "H", "H", "H", "H", "H", "H", "H", "H", "H"],
  "coordinates": [[1.264752, -0.344559, 1.568625], [3.594417, -2.326312, 2.509773], [-3.979582, -0.904803, -2.904263], [-4.184765, -0.000328, -4.960543], [-3.549310, 2.759434, -4.007803], [-2.291425, 1.993509, -5.685382], [0.517366, 0.469338, -0.037178], [-1.042895, 0.010482, -4.088591], [0.068274, -1.481776, 3.459888], [0.075563, -2.468864, 2.435259], [4.756995, -0.828893, 6.439822], [2.186244, -0.927559, -2.389281], [4.692446, -1.125910, 5.074111], [-0.646287, 1.356264, -1.998201], [-3.570660, -0.161461, -3.769733], [-2.680070, 1.878713, -4.569025], [-0.809152, -2.043518, 1.382378], [-2.126825, 1.095504, -2.122392], [-1.365603, -0.780840, 1.770237], [3.083931, 1.061085, 2.829123], [0.945382, 1.922200, 2.880296], [2.936847, -2.376958, 6.873225], [-0.837855, -0.441665, 3.048532], [0.102913, 0.319710, -3.034896], [-2.310498, 0.682023, -3.614222], [-5.386814, -0.732525, -5.093745], [1.594020, 2.396930, 1.690781], [-0.062254, 1.580953, -0.592922], [1.874239, 1.089116, 3.579862], [3.878646, -1.460351, 7.332722], [2.853805, -2.673703, 5.491700], [-0.141027, -1.995166, -2.152052], [-3.975215, 3.747809, -4.938618], [2.910422, 1.859616, 1.654070], [3.710352, -2.021568, 4.582779], [0.725803, -0.903292, -2.623453], [-0.787034, 0.391170, -5.099222], [2.740496, -1.240711, -3.341026], [5.491901, -0.121813, 6.810076], [-5.245742, -1.790068, -4.882869], [2.133779, -3.402944, 5.098932], [-0.043534, 2.229365, 3.224345], [-0.476593, 2.353127, -2.442666], [0.243161, -2.573706, -1.259324], [3.981867, 0.521757, 3.112622], [-1.044995, -2.620143, 0.489575], [-2.761753, 1.968973, -1.954539], [-5.703520, -0.584211, -6.143474], [3.695508, 2.092882, 0.925834], [3.952474, -1.241717, 8.403105], [-1.178851, -1.673252, -1.831222], [-1.211992, -1.056376, -4.181293], [-2.086510, -0.185993, 1.204061], [-6.167000, -0.323922, -4.421799], [-3.110996, 4.389511, -5.232227], [0.840027, 0.987411, -3.517799], [0.631486, -1.509621, 4.376526], [0.663760, -3.388803, 2.435271], [1.172888, 3.133295, 1.010364], [-4.726676, 4.343361, -4.425824], [5.380253, -0.664099, 4.351445], [2.273748, -2.872565, 7.577450], [-2.442206, 0.264888, -1.499661], [-1.130621, 0.420160, 3.663116], [-0.797650, 1.979756, 0.130736], [2.575369, 0.084141, -2.091081], [0.722760, 2.383595, -0.698738], [1.731319, 0.621766, 4.547384], [-0.266692, -2.796582, -2.962435], [2.526747, -1.616367, -1.565047], [-4.387357, 3.275102, -5.831477]],
  "forces_ev_per_angstrom": [[2.628, -1.374, -0.208], [0.970, -1.144, -0.284], [-0.260, 0.219, -0.841], [-0.131, -0.254, 0.054], [-0.005, -0.067, -0.297], [0.306, 0.445, -1.099], [-1.359, 1.345, -3.127], [0.561, 0.442, -0.392], [-1.889, -0.620, -0.116], [-1.414, -0.307, 0.125], [-0.288, -0.501, -0.393], [0.615, 0.051, -0.299], [-0.425, -0.095, 0.348], [0.219, 0.925, -0.332], [0.744, -0.574, 1.410], [0.665, -0.636, 1.834], [-0.133, -0.037, 1.300], [0.002, -0.162, -0.704], [-0.121, -0.789, 0.627], [-0.041, 1.109, 0.500], [0.973, 0.822, -0.259], [0.157, -0.163, -0.956], [-0.718, -0.918, 0.547], [-0.542, 0.855, -0.279], [-1.881, 1.409, -0.660], [-0.840, 0.317, -0.525], [0.318, 0.274, 1.433], [0.471, 0.159, -0.896], [0.879, 1.385, 0.176], [0.186, 0.175, 0.147], [0.322, 0.468, 0.498], [-0.493, -1.218, 0.165], [0.533, 0.527, -0.015], [-0.113, 0.250, 0.821], [0.221, 0.216, 0.306], [0.383, -0.197, 0.401], [-0.080, -0.294, 0.605], [0.202, 0.186, 1.010], [-0.017, -0.026, -0.004], [0.040, -0.001, 0.046], [0.246, 0.372, 0.281], [0.381, -0.218, -0.242], [-0.197, -0.024, -0.333], [-0.019, 0.515, -0.627], [-0.286, 0.207, -0.170], [0.209, 0.413, 0.199], [0.041, -0.113, 0.415], [0.141, -0.144, 0.536], [-0.510, -0.305, 0.176], [-0.081, -0.046, -0.345], [0.842, -0.295, -0.408], [0.201, -0.185, 0.180], [0.404, -0.220, 0.124], [0.387, -0.270, -0.239], [-0.663, -0.421, 0.122], [-0.044, -0.246, 0.000], [0.118, 0.024, 0.043], [-0.212, 0.474, -0.017], [0.149, -0.434, 0.179], [-0.013, 0.006, -0.008], [-0.331, -0.185, 0.469], [0.040, 0.040, -0.079], [-0.125, -0.104, 0.120], [0.279, -0.494, -0.480], [-0.256, 0.137, -0.330], [-0.046, -0.537, -0.250], [-0.595, -0.576, -0.056], [-0.048, -0.050, -0.193], [-0.397, 0.146, 0.733], [-0.267, 0.247, -0.486], [0.005, 0.091, 0.019]]
}